(1)
Here is a 8-piece molecular cluster, C46H103N7O8 overall from OMol25. Energies are from wB97M-V/def2-TZVPD.

Element x y z (Å)
C  3.4249  2.3632  -0.7634
O  4.1680  3.1939  -1.2060
N  3.4384  1.8740  0.4251
N  2.4216  1.7914  -1.4298
H  2.9210  1.0264  0.6098
H  4.2264  2.2660  0.9205
H  1.9360  1.0570  -0.9348
H  2.1545  2.1229  -2.3457
C  -4.1403  3.5151  2.6624
C  -5.4671  2.8396  2.8701
C  -5.8701  2.0293  1.6257
C  -5.0717  0.7247  1.6033
C  -5.3729  -0.0729  2.8652
C  -5.0522  0.5985  4.2442
N  -5.4529  1.9901  4.1198
O  -5.3124  2.6147  5.3006
C  -5.8942  -0.2068  5.2466
C  -3.5046  0.4890  4.5074
C  -6.4992  4.0010  3.0280
H  -3.8551  4.2825  3.3820
H  -4.0888  3.9403  1.6601
H  -3.3332  2.7856  2.7291
H  -6.9457  1.8555  1.6565
H  -5.7876  2.6355  0.7236
H  -4.0380  1.0399  1.4610
H  -5.4460  0.1106  0.7843
H  -4.6887  -0.9204  2.8233
H  -6.4131  -0.3741  2.7406
H  -6.9583  -0.0868  5.0433
H  -5.7420  -1.2853  5.2034
H  -5.6668  0.1999  6.2319
H  -3.3565  -0.5342  4.8527
H  -2.8940  0.6848  3.6260
H  -3.0836  1.1531  5.2623
H  -6.9430  4.3095  2.0814
H  -6.1693  4.9533  3.4432
H  -7.3256  3.5350  3.5646
H  -4.3675  2.7846  5.3041
C  3.7274  6.4847  3.0748
C  5.3180  6.4209  3.1506
C  5.8922  6.7138  4.5783
C  5.8185  5.6050  5.6022
C  6.3695  4.3157  4.9723
C  5.8844  3.9142  3.5140
N  5.9781  5.1536  2.6503
O  5.5370  4.7318  1.3801
C  7.0382  2.9688  3.1166
C  4.3958  3.3231  3.6810
C  5.9256  7.6271  2.1874
H  3.2072  7.2958  2.5653
H  3.2883  6.4422  4.0715
H  3.2725  5.6461  2.5477
H  6.9395  6.9211  4.3585
H  5.5147  7.6458  4.9989
H  4.8316  5.4867  6.0494
H  6.4239  5.8351  6.4790
H  6.0481  3.5056  5.6269
H  7.4409  4.5081  5.0286
H  7.0856  2.1287  3.8095
H  6.7820  2.3836  2.2335
H  8.0029  3.4672  3.0221
H  4.0578  2.8446  2.7618
H  4.4233  2.4567  4.3417
H  3.7067  4.0751  4.0654
H  6.7228  7.2889  1.5255
H  6.2540  8.4903  2.7664
H  5.2044  8.0786  1.5062
H  5.9571  5.4137  0.8508
C  -0.9935  0.6911  -5.6569
C  -1.4671  -0.7829  -5.5806
C  -2.0617  -1.0734  -4.1696
C  -3.5432  -0.6170  -4.0182
C  -4.4028  -1.0156  -5.3095
C  -3.8009  -0.5190  -6.6552
N  -2.4233  -1.1129  -6.6462
O  -1.8763  -0.9427  -7.9575
C  -4.7151  -1.1980  -7.8339
C  -3.8653  1.0346  -6.7212
C  -0.2558  -1.7501  -5.7379
H  -1.6475  1.4182  -5.1756
H  -0.8780  1.1037  -6.6592
H  -0.0219  0.7983  -5.1746
H  -1.9670  -2.1021  -3.8218
H  -1.4304  -0.4167  -3.5709
H  -3.6231  0.3938  -3.6182
H  -3.9974  -1.2011  -3.2178
H  -5.4418  -0.8158  -5.0474
H  -4.4447  -2.0972  -5.4376
H  -4.4416  -0.9750  -8.8652
H  -4.7399  -2.2836  -7.7391
H  -5.7489  -0.8553  -7.7906
H  -4.8336  1.4480  -7.0034
H  -3.6366  1.5287  -5.7770
H  -3.1288  1.4775  -7.3917
H  0.5652  -1.6223  -5.0325
H  0.2943  -1.5890  -6.6650
H  -0.5813  -2.7903  -5.7530
H  -1.8307  0.0141  -8.0203
C  1.9283  -5.7744  -0.6082
C  2.1158  -6.6808  -1.7929
C  1.2367  -7.9554  -1.6465
C  -0.2658  -7.8216  -2.1335
C  -0.2903  -7.2199  -3.6462
C  0.5464  -5.9601  -3.6243
N  1.9076  -6.1076  -3.1349
O  2.7826  -5.0547  -3.4263
C  0.4859  -5.6085  -5.1269
C  -0.2233  -4.7353  -2.8697
C  3.5417  -7.2671  -1.6814
H  2.5773  -4.9237  -0.8158
H  0.9396  -5.3245  -0.6981
H  2.3097  -6.1401  0.3451
H  1.7090  -8.7408  -2.2365
H  1.2960  -8.1951  -0.5849
H  -0.7772  -8.7830  -2.1808
H  -0.6868  -7.1688  -1.3688
H  -1.2851  -7.1945  -4.0910
H  0.2920  -7.9010  -4.2666
H  1.0428  -4.6876  -5.3000
H  -0.5282  -5.4805  -5.5056
H  0.9481  -6.4126  -5.6995
H  -0.9016  -4.2497  -3.5711
H  0.3729  -3.8600  -2.6118
H  -0.7324  -5.1277  -1.9894
H  3.7713  -7.9433  -0.8579
H  3.8676  -7.7809  -2.5857
H  4.1954  -6.4033  -1.5607
H  2.5286  -4.4855  -2.6962
C  0.0788  -2.6278  0.7632
C  0.3656  -1.3054  -0.0683
C  -0.8955  -0.7260  -0.7483
C  -1.7772  -0.0129  0.1781
C  -0.9899  1.1611  0.7763
C  0.2168  0.7075  1.5734
N  1.0330  -0.3048  0.7127
O  2.1831  -0.8532  1.4054
C  0.8933  2.0263  1.9894
C  -0.2247  0.0154  2.9091
C  1.2630  -1.6878  -1.2091
H  1.0419  -2.9920  1.1208
H  -0.2545  -3.4581  0.1405
H  -0.7471  -2.5140  1.4653
H  -0.6390  -0.0065  -1.5259
H  -1.2988  -1.5184  -1.3788
H  -2.2176  -0.5809  0.9976
H  -2.6510  0.3645  -0.3532
H  -1.7165  1.7294  1.3570
H  -0.5588  1.7401  -0.0405
H  0.1354  2.6911  2.4037
H  1.8112  2.0268  2.5773
H  1.2091  2.5564  1.0909
H  0.6943  -0.3425  3.3732
H  -0.5799  0.6975  3.6815
H  -0.9264  -0.8126  2.8084
H  0.6785  -1.9984  -2.0751
H  1.7352  -2.6120  -0.8757
H  1.9759  -0.9130  -1.4910
H  1.7084  -1.4945  1.9392
O  2.3238  -3.4220  3.4527
H  3.1697  -3.8434  3.3012
H  2.2010  -3.4644  4.4011
O  0.2580  1.7965  6.1658
H  0.3819  2.4246  6.8774
H  -0.6450  1.9333  5.8793

Values from the calculation:
**HOMO-LUMO gap**: 8.20 eV
**2S+1**: 1
**ΔE to the lowest compared entry with this formula, charge and spin**: 47.7 kcal per mole

(2)
Here is C25H20As2F12N2O8PSTi as an isolated structure from OMol25. Energies are from wB97M-V/def2-TZVPD.

Element x y z (Å)
Ti  -0.6783  -2.3136  0.7559
O  3.2616  -1.1803  -3.9753
C  2.4908  -1.5376  -2.9296
C  2.9974  -1.5963  -1.6276
C  2.1370  -1.9730  -0.6143
N  0.8639  -2.2381  -0.8379
C  0.3697  -2.1727  -2.0629
C  1.1534  -1.8612  -3.1591
C  -1.1372  -2.4206  -2.0464
O  -1.7688  -2.6073  -3.0527
O  -1.5745  -2.4003  -0.8329
C  2.5152  -2.0820  0.8642
O  3.5871  -1.7066  1.2628
O  1.5323  -2.5971  1.5242
H  4.1566  -0.9774  -3.6725
H  4.0220  -1.3419  -1.3984
H  0.7294  -1.8304  -4.1485
O  -2.8864  0.1509  -1.0334
S  -1.9689  0.4991  -2.0957
O  -2.2648  0.1013  -3.4325
O  -0.5378  0.2063  -1.6844
C  -1.9327  2.2946  -2.0541
C  -2.7163  3.1356  -2.8133
C  -2.5953  4.5065  -2.6259
C  -1.6942  5.0042  -1.6942
C  -0.9258  4.1500  -0.9202
C  -1.0532  2.7774  -1.1027
P  -0.2131  1.5330  -0.0826
C  1.5323  1.6364  -0.4703
C  1.9133  2.0278  -1.7565
C  3.2492  2.0380  -2.1083
C  4.2181  1.6720  -1.1834
C  3.8444  1.2689  0.0892
C  2.5069  1.2355  0.4387
C  -0.6629  2.0876  1.5999
C  0.1821  2.2265  2.6995
C  -0.3558  2.4211  3.9602
C  -1.7260  2.4845  4.1431
C  -2.5745  2.3673  3.0504
C  -2.0478  2.1475  1.7947
H  -3.4046  2.7115  -3.5281
H  -3.2062  5.1887  -3.1989
H  -1.5931  6.0721  -1.5700
H  -0.2398  4.5353  -0.1795
H  1.1524  2.2919  -2.4758
H  3.5356  2.3239  -3.1120
H  5.2628  1.6912  -1.4595
H  4.5830  0.9472  0.8080
H  2.2238  0.8547  1.4020
H  1.2522  2.2062  2.5871
H  0.3090  2.5021  4.8079
H  -2.1361  2.6091  5.1335
H  -3.6461  2.4179  3.1847
H  -2.7045  2.0002  0.9451
N  -2.5227  -1.3156  1.3396
H  -2.8694  -0.8801  0.4747
H  -2.3822  -0.6016  2.0540
H  -3.1961  -1.9978  1.6846
F  -0.0317  -0.6877  0.8860
As  1.0636  -1.9654  3.4633
F  2.7947  -2.4470  4.0155
F  -0.8842  -3.2233  2.2193
F  0.9329  -1.2395  5.2290
F  -0.6614  -0.9813  3.2498
F  1.7225  -0.4740  3.0203
F  -0.0932  -4.3666  0.1937
As  -1.6261  -5.3492  0.3358
F  -1.2263  -5.7351  1.9801
F  -0.6557  -6.7593  -0.1862
F  -2.6857  -4.0154  0.8124
F  -1.9559  -5.0432  -1.3398
F  -3.0593  -6.4048  0.4557

Values from the calculation:
**<S²>**: 2.015
**HOMO-LUMO gap (alpha / beta)**: 7.60 / 7.26 eV
**2S+1**: 3
**Charge**: -1

(3)
Here is an isolated ion of composition H3NOP and charge -1 from OMol25. Energies are from wB97M-V/def2-TZVPD.

Element x y z (Å)
N  -1.7683  -0.0347  -0.2420
O  -0.4235  -0.8138  -0.5083
P  1.2239  -0.4692  -0.2778
H  -1.3775  0.9180  -0.2040
H  1.5041  -0.5878  1.1668
H  0.8413  0.9874  0.0654

Values from the calculation:
**HOMO-LUMO gap**: 6.23 eV
**2S+1**: 1
**Charge**: -1
**ΔE to the lowest compared entry with this formula, charge and spin**: 104.6 kcal per mole

(4)
Here is one molecule with the formula C3H4S2 from OMol25. Energies are from wB97M-V/def2-TZVPD.

Element x y z (Å)
C  -0.6899  -0.1395  -1.0287
C  -0.2923  -0.5025  0.5307
C  0.9174  0.4112  0.6286
H  -1.3394  0.7907  -1.0233
H  -1.1714  -0.1255  1.0843
H  -0.0748  -1.5113  0.7892
H  1.7076  0.2979  -0.1145
S  -0.2184  -0.8704  -2.5076
S  1.1612  1.6494  1.6412

Values from the calculation:
**HOMO-LUMO gap**: 7.59 eV
**2S+1**: 1
**ΔE to the lowest compared entry with this formula, charge and spin**: 39.0 kcal per mole

(5)
Here is C51H85IN3O2PbSi as an isolated structure from OMol25. Energies are from wB97M-V/def2-TZVPD.

Element x y z (Å)
Pb  0.3177  1.1259  0.1349
C  3.9765  -1.1056  1.1861
N  3.3146  -0.7038  -0.0458
C  4.2079  0.1203  -0.8449
C  2.8941  -1.8861  -0.8043
C  1.5978  -2.5043  -0.2801
N  0.4244  -1.9043  -0.8999
C  -0.8380  -2.1412  -0.1548
C  -0.6429  -2.5731  1.2758
C  -0.8482  -3.9264  1.4880
C  -0.6900  -4.5343  2.7192
C  -0.3446  -3.6923  3.7575
C  -0.1959  -2.3102  3.6504
C  -0.2915  -1.6865  2.3471
O  -0.0326  -0.4165  2.1141
C  0.0855  -1.6491  5.0199
C  1.5844  -1.7766  5.3280
C  -0.3164  -0.1897  5.1274
C  -0.7195  -2.3541  6.1334
C  -0.9182  -6.0329  2.8916
C  0.1525  -6.8139  2.1146
C  -0.8574  -6.4708  4.3577
C  -2.3053  -6.4137  2.3482
C  0.2774  -2.4383  -2.2610
C  -0.7156  -1.8592  -3.2287
C  -1.7880  -2.6355  -3.6256
C  -2.6031  -2.2896  -4.7011
C  -2.1679  -1.2169  -5.4701
C  -1.0647  -0.4275  -5.1520
C  -0.4010  -0.6316  -3.8927
O  0.4475  0.1794  -3.3766
C  -0.6350  0.6259  -6.1896
C  0.8615  0.9547  -6.1021
C  -0.8688  0.1174  -7.6250
C  -1.4784  1.8942  -5.9876
C  -3.8198  -3.1401  -5.0664
C  -4.7190  -2.4418  -6.0919
C  -3.3432  -4.4751  -5.6611
C  -4.6713  -3.4148  -3.8186
H  4.8522  -1.7456  0.9816
H  3.2856  -1.6567  1.8245
H  4.3199  -0.2284  1.7338
H  5.1523  -0.3974  -1.0835
H  4.4490  1.0342  -0.2952
H  3.7124  0.3872  -1.7797
H  3.6966  -2.6435  -0.7985
H  2.7445  -1.5761  -1.8368
H  1.5386  -2.3405  0.7953
H  1.6215  -3.5985  -0.4390
H  -1.3723  -2.9606  -0.6513
H  -1.4764  -1.2516  -0.2318
H  -1.1257  -4.5304  0.6290
H  -0.1882  -4.1285  4.7331
H  2.1751  -1.2776  4.5576
H  1.8862  -2.8263  5.3619
H  1.8194  -1.3181  6.2943
H  0.1801  0.4167  4.3878
H  -0.0591  0.1778  6.1247
H  -1.3909  -0.0897  4.9884
H  -0.2971  -3.3174  6.4232
H  -1.7514  -2.5094  5.8145
H  -0.7297  -1.7252  7.0272
H  1.1461  -6.5869  2.5064
H  0.1366  -6.5432  1.0576
H  -0.0170  -7.8917  2.1993
H  0.1318  -6.2949  4.7855
H  -1.0672  -7.5405  4.4290
H  -1.5971  -5.9384  4.9590
H  -2.3581  -6.2751  1.2677
H  -3.0768  -5.7917  2.8054
H  -2.5268  -7.4621  2.5671
H  0.0504  -3.5175  -2.1608
H  1.2420  -2.3729  -2.7680
H  -1.9842  -3.5521  -3.0744
H  -2.7074  -0.9841  -6.3789
H  1.4506  0.0818  -6.3973
H  1.1434  1.2113  -5.0867
H  1.1099  1.7838  -6.7737
H  -0.4714  -0.8924  -7.7415
H  -0.3593  0.7753  -8.3345
H  -1.9267  0.1052  -7.8933
H  -1.4562  2.1983  -4.9415
H  -2.5204  1.6914  -6.2472
H  -1.1174  2.7199  -6.6112
H  -4.2266  -2.3512  -7.0619
H  -4.9876  -1.4425  -5.7437
H  -5.6373  -3.0170  -6.2347
H  -2.7145  -4.2929  -6.5348
H  -4.1932  -5.0969  -5.9621
H  -2.7480  -5.0279  -4.9320
H  -5.0125  -2.4724  -3.3854
H  -4.1052  -3.9485  -3.0553
H  -5.5459  -4.0186  -4.0788
I  -2.1568  2.5833  -0.7387
C  -0.6837  3.4922  -1.9313
C  -0.9939  4.5511  -2.7656
C  0.0253  5.0653  -3.5486
C  1.2880  4.4970  -3.4693
C  1.4925  3.4690  -2.5682
N  0.5268  2.9893  -1.7859
H  -1.9907  4.9656  -2.7906
H  -0.1697  5.8934  -4.2173
H  2.1056  4.8510  -4.0815
H  2.4691  3.0126  -2.4522
C  -1.7272  2.5044  2.9530
C  -0.8399  3.7575  3.0803
C  -0.5254  3.9774  4.5676
C  -1.7649  4.9161  2.6774
Si  0.7786  3.5545  1.8893
C  1.1430  5.4261  1.2421
C  1.4566  6.3717  2.4095
C  -0.0552  6.0188  0.4806
C  2.3321  5.4631  0.2639
C  2.4626  2.9672  2.8347
C  2.5874  1.4487  2.6427
C  2.5649  3.2675  4.3349
C  3.7301  3.5335  2.1822
H  -2.3657  2.4076  3.8377
H  -1.1680  1.5832  2.8338
H  -2.3921  2.5947  2.0909
H  -1.4481  4.2462  5.0984
H  0.1936  4.7842  4.7209
H  -0.1421  3.0765  5.0307
H  -2.7039  4.8185  3.2368
H  -2.0158  4.8863  1.6173
H  -1.3434  5.8922  2.9250
H  0.6283  6.4028  3.1200
H  1.6303  7.3943  2.0481
H  2.3490  6.0513  2.9520
H  -0.8285  6.3782  1.1531
H  -0.5058  5.2991  -0.1967
H  0.2675  6.8779  -0.1208
H  3.2872  5.4831  0.7801
H  2.2920  6.3675  -0.3557
H  2.3248  4.6066  -0.4081
H  1.6811  0.8972  2.8785
H  3.4012  1.0539  3.2653
H  2.8287  1.2276  1.5977
H  1.8728  2.6545  4.9085
H  2.3677  4.3168  4.5610
H  3.5767  3.0329  4.6918
H  3.7019  3.4136  1.0973
H  4.6037  2.9795  2.5491
H  3.8895  4.5850  2.4237

Values from the calculation:
**HOMO-LUMO gap**: 5.54 eV
**2S+1**: 1
**Charge**: -1

(6)
Here is one molecule with the formula C10H6Cl2 from OMol25. Energies are from wB97M-V/def2-TZVPD.

Element x y z (Å)
C  2.4409  -0.6822  0.0435
C  2.4457  0.7641  0.1817
C  1.2327  1.4326  0.0697
C  -0.0195  0.7606  -0.0763
C  -1.2753  1.4858  -0.2135
C  -2.4276  0.7862  -0.0006
C  -2.4067  -0.6730  -0.0385
C  -1.1970  -1.3104  -0.1273
C  0.0064  -0.6875  -0.0808
C  1.2672  -1.3802  -0.0338
H  3.3777  1.2791  0.3858
H  1.2355  2.4813  0.1069
H  -1.2898  2.5939  -0.1589
H  -3.4136  1.2802  0.1424
H  -1.2086  -2.4364  -0.1871
H  1.1740  -2.4766  -0.0751
Cl  3.9411  -1.5807  -0.0293
Cl  -3.8831  -1.6370  0.0911

Values from the calculation:
**HOMO-LUMO gap**: 8.78 eV
**2S+1**: 1

(7)
Here is one molecule with the formula C3H4O3 from OMol25. Energies are from wB97M-V/def2-TZVPD.

Element x y z (Å)
C  -0.3832  -0.0168  0.6526
C  -0.3680  -0.1444  -0.8111
C  1.1229  0.4787  0.9256
O  -1.3736  -0.8661  -1.3283
O  0.6148  0.1648  -1.4965
O  1.8057  0.0001  1.8122
H  -1.2172  -0.8737  -2.2947
H  -1.0247  0.8074  0.9639
H  -0.5732  -0.9774  1.1336
H  1.3965  1.4275  0.4425

Values from the calculation:
**HOMO-LUMO gap**: 10.66 eV
**2S+1**: 1
**ΔE to the lowest compared entry with this formula, charge and spin**: 20.3 kcal per mole

(8)
Here is C4H20B2KO4 as an isolated structure from OMol25. Energies are from wB97M-V/def2-TZVPD.

Element x y z (Å)
K  0.1789  1.0666  0.7510
B  2.2411  3.6172  1.4086
H  1.2355  3.1257  1.6976
H  2.6835  4.1950  2.3221
H  3.0256  2.8189  1.0675
H  2.0745  4.4950  0.6515
B  -0.4077  0.1854  3.6832
H  -1.1388  0.1959  2.7888
H  0.2742  1.1157  3.6225
H  -0.9406  0.1379  4.7179
H  0.3183  -0.7242  3.5518
C  -2.3292  0.8283  -2.3032
C  -2.0147  -0.6132  -2.6859
O  -3.0475  -1.5016  -2.3167
O  -2.1620  1.0246  -0.9081
H  -3.3646  1.0149  -2.6133
H  -1.7400  1.5782  -2.8417
H  -1.0677  -0.8681  -2.1982
H  -1.8214  -0.6287  -3.7587
H  -2.8910  -1.7420  -1.3997
H  -2.7336  1.7050  -0.5451
C  2.1489  -2.1831  -0.2854
C  0.7335  -2.5811  -0.5877
O  -0.1326  -1.7610  0.1928
O  2.3623  -0.9015  -0.8146
H  2.8784  -2.8874  -0.7075
H  2.3354  -2.3221  0.7881
H  0.5066  -3.6450  -0.5058
H  0.5386  -2.3093  -1.6331
H  -1.0192  -1.7737  -0.1687
H  3.2754  -0.6623  -0.9700

Values from the calculation:
**HOMO-LUMO gap**: 6.72 eV
**2S+1**: 1
**Charge**: -1
**ΔE to the lowest compared entry with this formula, charge and spin**: 0.0 kcal per mole

Copy entry 3 word for word.
Here is an isolated ion of composition H3NOP and charge -1 from OMol25. Energies are from wB97M-V/def2-TZVPD.

Element x y z (Å)
N  -1.7683  -0.0347  -0.2420
O  -0.4235  -0.8138  -0.5083
P  1.2239  -0.4692  -0.2778
H  -1.3775  0.9180  -0.2040
H  1.5041  -0.5878  1.1668
H  0.8413  0.9874  0.0654

Values from the calculation:
**HOMO-LUMO gap**: 6.23 eV
**2S+1**: 1
**Charge**: -1
**ΔE to the lowest compared entry with this formula, charge and spin**: 104.6 kcal per mole